The following is a DFT calculation (ωB97M-V/def2-TZVPD) of a cluster of 9 separate species, C29H69N7O11 in total.

Structure (SMILES): CNC(C)=O.CNC(C)=O.CNC(C)=O.CNC(C)=O.CNC(C)=O.CNC(C)=O.CNC(C)=O.COCCOC.COCCOC
LUMO, eV: 0.04
Energy above the lowest of the compared OMol25 structures with the same formula, charge and spin, eV: 0.000
Orbital gap, Eh: 0.3420
E, hartree: -2357.30423

Structure (XYZ):
```
116
Properties=species:S:1:pos:R:3:mulliken_charge:R:1
C -3.317 3.162 -0.634 0.87
C -1.415 1.541 2.540 -0.51
H 1.888 3.032 2.388 0.30
H -5.081 2.774 -3.368 0.40
H -1.116 3.087 -4.418 0.28
H 3.281 -2.775 -5.694 0.24
H 1.280 -1.253 -2.801 -0.98
C 3.025 -0.691 -5.437 -0.38
O -2.035 -3.402 -2.084 -0.67
N 2.896 4.349 3.588 -0.09
H 1.230 -5.016 1.646 0.43
H 5.513 -3.807 -6.379 0.33
C -2.578 4.306 0.009 -1.17
H 0.227 2.122 -2.712 0.49
N -1.088 2.088 -4.303 0.06
C 0.397 -4.672 1.029 -0.72
O -0.504 0.542 2.200 -0.41
C 0.322 -0.634 0.264 -0.69
C -0.687 -3.264 -4.570 -1.04
C 4.708 -1.797 -6.797 0.67
H -0.206 0.557 -3.205 -0.49
C 1.287 -1.383 -1.721 0.11
H 0.638 -2.265 -1.584 0.11
O -1.819 -5.535 0.842 -0.60
C -1.308 -2.864 6.081 -0.61
H -2.286 -0.448 -1.708 -0.17
O 1.977 5.443 5.351 -0.65
O 0.699 -0.284 -1.071 -0.05
H -0.743 -2.203 6.748 0.31
H -3.324 -0.684 -3.125 0.32
H 2.378 -0.953 -4.608 -0.24
H 4.337 6.476 5.602 0.32
H -0.258 -3.898 -3.791 0.35
C 4.120 0.705 -0.217 -0.30
O 4.791 2.679 1.731 -0.69
H -0.307 -4.871 3.513 0.28
C 5.249 1.037 3.406 -1.33
H -2.427 -0.320 5.863 0.45
H -2.440 1.282 2.253 0.34
C -2.328 -5.291 3.591 -0.92
H 0.889 3.679 3.729 0.42
C 5.335 -3.104 -7.200 -1.12
C -0.949 1.379 -5.460 0.68
H -1.128 2.568 2.301 0.10
O 5.145 -0.724 -7.168 -0.63
H -4.843 1.594 -2.045 0.30
O -5.167 -1.259 5.234 -0.43
H -1.417 -1.299 -4.340 0.14
H 2.435 -0.133 -6.173 0.25
H -1.145 1.482 -7.560 0.38
C -0.947 -5.118 1.563 0.59
H 5.408 1.909 4.032 0.29
C -2.046 -2.349 -2.715 0.64
H -0.842 -2.824 5.085 0.14
H 2.270 -1.662 -1.327 0.51
H 0.105 -2.784 -5.140 0.27
O -0.585 0.213 -5.476 -0.67
H -5.935 0.658 5.353 0.29
H -1.318 -3.915 -5.175 0.34
H 4.301 -0.381 1.578 0.25
C 1.873 3.334 3.433 -0.97
H -1.926 -1.063 4.433 0.09
H -1.343 -3.880 6.457 0.27
H -4.057 -1.628 3.618 0.31
C -4.359 2.323 -2.676 -0.73
H 3.785 4.150 3.150 0.24
N 3.629 -1.878 -5.978 -0.09
H 4.987 5.848 4.091 0.30
H -4.015 0.093 4.253 0.32
C -2.894 -1.175 -2.245 -0.63
C -2.694 -1.185 5.226 -0.22
H 0.431 -3.582 1.130 -0.03
H 3.778 0.041 -5.138 0.41
H 6.158 0.435 3.385 0.42
H 4.467 0.426 3.865 0.35
O -3.668 2.187 0.009 -0.62
H 6.314 -2.916 -7.633 0.31
H -3.167 4.514 0.906 0.32
C -5.622 -0.175 5.994 -0.71
H -2.587 5.193 -0.626 0.41
H -3.655 1.872 -3.392 0.04
O -2.629 -2.390 5.895 -0.34
C -3.998 -0.981 4.491 -0.41
H 4.848 0.215 -0.871 0.39
H 1.196 -1.011 0.810 0.37
C 2.896 5.287 4.561 0.64
H -6.500 -0.492 6.558 0.28
N -1.107 -4.931 2.910 -0.11
H -1.544 1.578 3.633 0.30
H 4.020 1.745 -0.504 0.30
H -2.866 -4.381 3.873 0.15
N -3.686 3.360 -1.918 -0.19
H -0.938 1.066 0.232 -0.26
H -0.497 -1.357 0.234 0.28
H -3.720 -1.546 -1.650 0.48
H -1.270 3.101 -6.817 0.42
H -2.585 1.896 -6.675 0.29
H 2.126 2.488 4.080 0.27
H 0.487 -4.943 -0.016 0.27
C 4.080 6.220 4.576 -1.03
H 0.701 1.408 0.746 -0.10
H 3.180 0.191 -0.429 -0.26
H 4.717 -3.677 -7.895 0.29
C 4.836 1.497 2.027 0.84
H -3.377 4.165 -2.431 0.21
C -1.503 2.045 -6.701 -1.43
C -0.639 1.537 -3.051 0.37
N 4.525 0.504 1.155 -0.14
H -1.373 1.545 -2.250 -0.53
H 3.844 7.162 4.078 0.24
H -1.568 4.138 0.376 0.18
N -1.465 -2.222 -3.932 0.07
H -4.874 0.122 6.740 0.29
H -2.162 -5.843 4.519 0.33
C -0.119 0.682 0.855 0.65
H -3.008 -5.918 3.020 0.35
```

The following is a DFT calculation (ωB97M-V/def2-TZVPD) of a cluster of 9 separate species, C29H70N2O10Si in total.

Structure (SMILES): CCOC(=O)CCC[C@H](C#N)[C@@H](C#N)[Si](C)(C)C.CCO.CCO.CCO.CCO.CCO.CCO.CCO.CCO
LUMO, eV: 0.35
Orbital gap, Eh: 0.3773
E, hartree: -2298.29040

Structure (XYZ):
```
112
Properties=species:S:1:pos:R:3:mulliken_charge:R:1
C -4.999 2.219 -0.093 -1.07
C 3.688 -4.569 -1.594 -0.01
H 0.572 1.256 0.958 0.31
H 0.358 6.685 -1.093 0.35
H 5.575 -4.824 -0.571 0.29
H 9.548 -7.743 1.254 0.33
C -4.354 4.724 -0.086 0.50
O -1.284 -2.485 2.801 -0.59
H -3.296 2.994 -4.989 0.28
H -6.613 1.867 5.082 0.33
H 5.304 -1.551 3.795 0.28
H -1.213 2.055 -0.686 -1.21
H 2.874 -2.876 2.744 0.25
H -1.023 7.121 -2.084 0.36
C 0.552 0.935 -0.083 -1.49
C -0.609 -1.685 3.773 -0.12
H -6.157 0.524 4.026 0.22
C -5.227 5.860 0.188 -0.41
H -3.487 0.238 -4.418 0.29
H 0.955 -4.552 -0.960 0.28
C -5.493 0.311 6.068 -0.97
H -0.346 3.957 -0.330 0.14
H -1.426 0.176 3.093 0.00
C -3.582 5.996 -2.095 -0.03
H -2.131 8.002 1.350 0.35
H -2.373 -0.596 4.358 0.16
H -1.334 -1.967 1.989 0.30
O -1.797 0.173 -0.052 -0.25
H -3.990 1.332 4.196 0.23
H 0.236 4.869 1.091 0.46
H -4.685 -0.390 5.844 0.27
O 2.431 -0.253 -4.319 -0.48
H -4.955 3.553 -1.822 0.46
O -2.995 1.077 1.585 -0.47
H 9.991 -6.114 0.749 0.29
C -5.817 1.159 4.852 -0.22
N -5.848 6.757 0.540 -0.57
H 1.216 1.596 -0.643 0.46
H -2.752 4.239 -1.417 -0.38
H 2.589 -2.329 4.982 0.28
H -6.364 -0.262 6.391 0.35
O 7.406 -6.519 0.093 -0.46
C 7.945 -6.302 1.395 -0.19
C -1.554 1.056 -4.914 -0.75
C -3.153 5.164 -0.994 1.13
H -1.234 1.178 -3.879 0.02
H 2.329 -1.448 -6.731 0.27
H 7.814 -5.240 1.603 0.26
H -0.662 8.080 -0.644 0.34
H 3.073 -0.694 4.516 0.32
O 2.772 -1.943 2.958 -0.42
C 9.411 -6.682 1.477 -1.07
H 4.829 -3.190 4.237 0.34
H -1.135 0.126 -5.299 0.35
H -0.855 0.228 4.774 0.45
H -5.904 1.643 -0.288 0.42
H -0.651 -4.415 -0.221 0.41
H -0.550 -2.285 4.682 0.41
C -5.186 3.584 -0.755 -1.39
H 9.812 -6.488 2.472 0.33
H 7.499 -7.456 -0.110 0.26
C 4.677 -2.133 4.470 -1.19
H -1.184 3.793 1.200 0.20
H -3.389 0.924 -6.043 0.33
H 3.856 -2.336 -6.569 0.36
C 3.021 -1.898 -6.019 -0.98
H 7.363 -6.865 2.133 0.27
H 3.581 -3.510 -1.354 0.27
C -3.805 1.420 -0.638 0.07
H 2.492 -2.702 -5.502 0.24
H -1.132 1.884 -5.489 0.40
H -0.762 0.735 -1.748 -0.10
Si -1.721 5.948 0.028 0.25
O 0.884 -2.263 -2.315 -0.30
C -2.858 0.915 0.406 0.10
H 3.158 -5.663 -3.128 0.27
H -1.759 6.631 2.376 0.36
H -0.654 -3.612 -2.601 0.33
H 5.259 -6.034 -1.813 0.31
C -3.069 1.056 -5.005 -0.42
H 1.966 -0.952 -3.842 0.27
C -0.814 1.040 -0.700 1.91
C 3.219 -1.751 4.297 -0.23
H 0.909 -0.089 -0.178 0.30
H 5.719 -4.402 -2.285 0.30
H -0.983 -2.267 -1.496 0.10
C -0.230 -2.992 -1.804 -0.13
C -1.355 -0.388 4.022 -0.67
C -0.646 4.504 0.567 -0.85
H 4.024 -0.048 -5.544 0.31
H 3.108 -5.142 -0.864 0.24
H 1.547 -2.914 -2.588 0.15
C -2.333 6.943 1.499 -1.13
C 5.145 -4.979 -1.558 -1.14
H -4.180 0.546 -1.176 0.49
H -5.163 0.943 6.893 0.24
H -3.383 6.802 1.749 0.35
C 0.188 -3.850 -0.628 -0.94
O -3.638 2.253 -4.478 -0.45
O -4.704 1.937 4.431 -0.46
H -3.934 4.365 0.856 0.69
N -3.892 6.600 -3.021 -0.61
H -6.239 3.853 -0.679 0.61
C 3.507 -0.856 -5.028 -0.20
H 0.408 -1.485 3.427 0.08
O 3.098 -4.733 -2.888 -0.51
H 0.614 -3.237 0.168 0.12
C -0.660 7.073 -1.056 -1.26
H 5.009 -1.959 5.495 0.36
H -3.268 1.993 -1.397 -0.02
H -4.951 2.337 0.989 0.54
H 4.210 -1.308 -4.318 0.24
```

The following is a DFT calculation (ωB97M-V/def2-TZVPD) of a structure of composition C29H72CuN5O12.

Spin multiplicity: 3
LUMO (alpha / beta), eV: 0.21 / -1.20
Orbital gap (alpha / beta), Eh: 0.1725 / 0.2573
E, hartree: -3964.82002

Structure (XYZ):
```
119
Properties=species:S:1:pos:R:3:mulliken_charge:R:1
H 13.464 20.636 -4.322 0.11
H 11.778 21.463 5.522 0.49
H 17.073 24.386 1.716 0.28
N 19.109 20.224 0.710 -0.35
O 21.801 19.930 -1.851 -0.35
C 8.871 19.464 2.760 -0.93
H 12.611 16.833 -1.768 0.01
H 12.900 16.093 0.770 -0.24
H 10.955 14.973 -4.609 0.26
H 13.425 22.762 3.528 0.26
C 16.714 19.989 -4.295 -0.62
H 22.683 18.044 -1.826 0.32
H 10.949 19.679 -3.465 0.32
H 11.280 20.688 -5.829 0.40
C 15.774 21.446 -2.640 -0.13
O 14.082 18.944 0.522 -0.19
C 13.504 13.595 0.449 -0.80
C 17.656 20.033 0.795 0.17
H 12.922 19.155 -2.067 -0.10
H 14.181 22.777 -3.004 0.46
C 12.244 15.351 2.784 -0.45
C 11.675 21.185 4.473 -0.68
C 15.103 22.765 -2.423 0.34
H 10.009 23.645 -5.398 0.32
O 10.772 12.293 4.963 -0.34
H 14.085 13.276 -0.416 0.28
H 12.595 14.018 0.022 0.35
H 13.631 18.210 0.947 0.05
H 15.599 24.902 -2.731 0.38
H 17.271 23.497 3.214 0.37
H 10.752 22.919 4.110 0.14
Cu 11.257 21.526 1.592 -0.87
C 9.643 22.679 -5.050 -0.89
H 17.210 20.303 -0.162 -0.42
H 19.431 21.139 0.990 0.32
H 21.583 21.092 -0.366 0.27
H 10.490 16.650 -4.912 0.28
H 12.537 23.741 4.649 0.49
H 17.318 20.536 2.803 0.52
H 15.603 22.865 -0.463 0.19
H 17.303 19.037 1.064 0.35
H 16.214 19.064 -4.005 0.22
H 21.249 18.274 -2.839 0.24
C 16.068 23.921 -2.798 -1.60
C 10.292 14.186 3.524 -0.87
H 13.096 24.877 2.510 0.41
H 8.048 19.489 3.474 0.34
H 8.488 19.772 1.787 0.27
H 13.428 18.241 -3.655 0.19
H 8.717 22.858 -4.504 0.24
H 9.658 13.854 5.539 0.39
C 12.155 24.331 2.589 -0.60
C 12.666 18.567 -2.948 -0.07
C 10.979 11.673 6.278 -0.77
C 13.185 19.781 0.917 0.65
C 10.381 20.377 4.336 -0.75
H 12.580 21.191 -3.003 -0.09
O 13.272 20.981 0.685 -0.60
C 21.344 20.035 -0.483 -0.57
H 9.359 22.103 -5.931 0.34
O 16.010 21.173 -3.968 -0.43
C 12.434 20.727 -3.978 0.27
H 10.889 25.200 0.379 0.36
H 13.274 12.689 1.010 0.29
C 17.029 20.982 1.852 -0.16
H 12.191 22.177 -5.567 0.44
O 10.019 20.272 2.934 0.47
H 11.772 10.925 6.260 0.27
C 19.696 19.815 -0.508 -0.41
H 16.950 23.871 -2.160 0.31
H 10.066 11.197 6.634 0.27
H 19.327 20.456 -1.308 0.19
C 16.839 23.445 2.215 -0.69
H 9.909 15.829 -3.485 0.33
H 22.800 18.937 -3.296 0.27
H 17.674 19.952 -3.781 0.22
H 17.064 19.960 -5.327 0.31
H 21.827 19.426 0.281 0.41
H 10.986 17.566 -2.265 0.48
C 10.775 15.939 -4.137 -0.74
H 15.944 20.880 1.814 -0.14
H 12.550 20.597 4.195 0.33
O 14.210 14.542 1.240 -0.48
O 12.175 19.420 1.532 -0.66
N 11.846 19.457 -3.871 -0.29
H 19.399 18.774 -0.634 0.35
H 11.515 23.879 -0.547 0.22
H 11.678 16.270 2.938 0.31
H 12.497 25.244 0.051 0.36
H 14.135 22.443 -0.724 -0.03
C 10.547 13.695 4.929 -0.34
C 11.608 21.401 -5.072 -0.92
C 12.476 23.281 3.662 -0.74
O 17.482 22.381 1.565 -0.35
N 11.383 14.256 2.597 -0.13
H 16.364 23.698 -3.823 0.38
O 11.963 16.278 -3.515 -0.40
H 11.353 25.064 2.676 0.50
H 11.229 12.370 7.078 0.32
C 13.330 15.627 1.656 0.34
H 9.637 13.611 2.870 0.38
H 9.161 18.427 2.590 0.16
N 11.405 22.327 3.618 -0.05
H 11.930 13.407 2.573 0.22
H 10.497 19.370 4.737 0.47
H 15.241 20.621 -2.166 0.22
H 11.385 14.146 5.460 0.36
C 11.732 24.512 0.313 -1.00
C 12.001 17.288 -2.549 -0.31
H 16.773 21.518 -2.209 0.22
N 14.814 23.122 -1.040 -0.49
H 9.599 20.844 4.934 0.44
C 22.141 18.760 -2.445 -0.70
O 11.989 23.560 1.384 0.62
H 9.824 15.170 3.558 0.30
H 13.976 16.409 2.057 0.28
O 10.525 21.886 -4.289 -0.21
H 15.750 23.426 2.263 0.05
H 12.776 15.369 3.734 0.22
```